Entry P
Here is a structure of composition C6H12OSSi from OMol25. Energies are from wB97M-V/def2-TZVPD.

Calculated values
Spin multiplicity: 1
LUMO level (alpha / beta): -0.42 / -0.30 eV
Orbital gap (alpha / beta): 7.7 / 7.8 eV

Last column: Löwdin charge in e.
Positions of all 21 atoms, in Å:
C (-0.50, 1.31, 0.35)  -0.285
C (-2.20, 1.44, 0.93)  -0.250
C (0.06, 2.70, 0.16)  -0.191
C (1.26, -1.01, -0.90)  -0.154
C (1.37, -0.96, 2.09)  -0.145
C (-2.86, -0.30, -1.15)  -0.208
O (-1.23, -1.13, 0.64)  -0.528
Si (0.23, -0.39, 0.57)  0.433
S (-2.56, -0.20, 0.69)  0.880
H (0.70, 2.81, -0.79)  0.092
H (-0.77, 3.34, 0.00)  0.039
H (0.90, 3.08, 0.79)  0.078
H (1.79, -1.92, -0.57)  0.033
H (0.69, -1.22, -1.75)  -0.004
H (2.17, -0.42, -1.10)  0.042
H (2.18, -1.49, 1.63)  -0.001
H (1.72, -0.22, 2.90)  0.058
H (0.74, -1.58, 2.68)  -0.005
H (-3.92, 0.03, -1.06)  0.053
H (-2.81, -1.19, -1.65)  0.015
H (-2.35, 0.45, -1.70)  0.047

***

Entry Q
Here is a cluster of 2 separate species, C6H12OSSi in total from OMol25. Energies are from wB97M-V/def2-TZVPD.

Calculated values
Spin multiplicity: 1
LUMO level (alpha / beta): -1.99 / -1.99 eV
Orbital gap (alpha / beta): 3.9 / 3.9 eV

Last column: Löwdin charge in e.
Positions of all 21 atoms, in Å:
C (-2.92, 2.48, -0.11)  -0.015
C (-2.37, 1.61, 0.74)  -0.203
C (0.48, -1.90, -0.13)  -0.209
C (1.14, -0.76, -0.92)  -0.278
C (0.24, -1.57, 1.34)  -0.235
C (0.26, 0.50, -1.15)  -0.191
O (-0.66, -0.48, 1.39)  -0.190
Si (-0.80, 0.74, 0.36)  0.911
S (3.96, 0.72, 0.57)  -0.191
H (-3.93, 2.82, 0.10)  0.065
H (-2.48, 3.13, -0.89)  0.089
H (-2.74, 1.32, 1.72)  0.078
H (-0.52, -2.22, -0.49)  0.115
H (1.16, -2.84, -0.04)  0.155
H (2.17, -0.56, -0.48)  -0.016
H (1.60, -1.24, -1.90)  0.154
H (-0.24, -2.43, 1.93)  0.145
H (1.12, -1.37, 1.98)  0.131
H (0.87, 1.33, -1.39)  0.075
H (-0.40, 0.31, -1.86)  0.028
H (4.07, 0.42, -0.75)  -0.417

***

Most stable structure: entry Q

***

Entry P
Here is a cluster of 16 separate species, H30O19S in total from OMol25. Energies are from wB97M-V/def2-TZVPD.

Calculated values
Spin multiplicity: 1
LUMO level: 4.94 eV
Orbital gap: 9.0 eV
Total charge: -2

Last column: Löwdin charge in e.
Positions of all 50 atoms, in Å:
S (-0.14, -0.03, -0.07)  0.424
O (0.96, 0.89, -0.14)  -0.307
O (0.23, -1.17, -0.83)  -0.334
O (-0.48, -0.38, 1.30)  -0.347
O (-1.33, 0.57, -0.63)  -0.303
O (-1.53, -2.03, -2.75)  -0.040
H (-0.95, -2.01, -3.53)  0.026
H (-0.90, -1.88, -2.03)  -0.021
O (1.12, 2.84, 1.75)  -0.059
H (0.29, 3.26, 1.55)  0.026
H (1.24, 2.15, 1.05)  0.015
O (-1.71, 0.93, -3.20)  -0.067
H (-0.99, 1.50, -3.42)  0.014
H (-1.54, 0.59, -2.30)  -0.013
O (3.75, 0.55, 2.01)  -0.081
H (3.65, 0.80, 1.08)  -0.013
H (3.03, -0.04, 2.19)  -0.008
O (-2.38, 2.75, -0.77)  -0.124
H (-1.90, 1.85, -0.67)  -0.046
H (-2.20, 3.04, -1.67)  0.009
O (-2.90, -1.45, 2.18)  -0.045
H (-1.99, -1.17, 1.93)  0.013
H (-3.05, -0.81, 2.86)  0.035
O (-3.67, -0.05, -0.01)  -0.071
H (-3.41, -0.44, 0.82)  -0.038
H (-2.81, 0.16, -0.36)  -0.053
O (1.09, 0.28, 3.24)  -0.049
H (0.97, 1.22, 3.11)  0.011
H (0.57, -0.11, 2.57)  -0.055
O (-0.34, -3.54, -0.12)  -0.023
H (-0.19, -2.69, -0.45)  -0.073
H (-0.41, -3.49, 0.80)  -0.022
O (2.22, -2.87, -1.43)  -0.054
H (1.85, -3.13, -2.29)  0.044
H (1.47, -2.38, -1.16)  -0.053
O (1.31, -0.39, -3.09)  -0.050
H (0.94, -0.69, -2.26)  -0.046
H (0.80, -0.75, -3.83)  0.035
O (-0.19, -2.58, 2.60)  -0.050
H (-0.13, -1.81, 1.99)  -0.009
H (0.73, -2.65, 2.79)  0.028
O (3.34, 0.55, -0.75)  -0.043
H (3.49, 0.96, -1.57)  0.016
H (2.39, 0.65, -0.55)  -0.034
O (0.83, 2.98, -1.34)  -0.090
H (1.73, 3.37, -1.32)  0.044
H (0.92, 2.13, -0.84)  -0.069
O (-1.48, 1.44, 2.82)  -0.060
H (-1.38, 2.31, 2.36)  0.057
H (-0.95, 0.78, 2.38)  -0.047

***

Entry Q
Here is a cluster of 16 separate species, H30O19S in total from OMol25. Energies are from wB97M-V/def2-TZVPD.

Calculated values
Spin multiplicity: 1
LUMO level: 4.20 eV
Orbital gap: 5.5 eV
Total charge: -2

Last column: Löwdin charge in e.
Positions of all 50 atoms, in Å:
S (0.38, -0.08, 0.18)  0.015
O (-0.69, 0.35, -0.68)  -0.457
O (1.53, 0.77, -0.02)  -0.475
O (-0.08, 0.12, 1.54)  -0.461
O (0.80, -1.45, -0.12)  -0.471
O (4.30, 0.60, -3.33)  -0.064
H (3.90, 0.69, -2.46)  0.030
H (4.20, -0.32, -3.55)  0.021
O (1.69, -5.01, 2.05)  -0.066
H (1.16, -4.73, 2.80)  0.028
H (1.57, -4.32, 1.40)  0.027
O (-2.05, -2.28, 4.60)  -0.062
H (-2.62, -1.69, 5.09)  0.015
H (-1.66, -1.72, 3.92)  0.031
O (2.03, 4.99, 0.30)  -0.056
H (2.02, 4.08, 0.00)  0.032
H (1.83, 5.50, -0.48)  0.015
O (2.04, 0.15, 5.28)  -0.061
H (1.70, 0.24, 4.39)  0.031
H (2.44, 1.00, 5.47)  0.019
O (4.13, -3.65, -2.50)  -0.057
H (3.44, -3.33, -1.92)  0.033
H (3.90, -4.55, -2.69)  0.021
O (-1.79, -6.23, -1.05)  -0.056
H (-1.74, -5.39, -1.49)  0.025
H (-1.01, -6.70, -1.33)  0.024
O (-0.48, -3.22, -3.49)  -0.064
H (-0.10, -3.03, -2.63)  0.023
H (-0.58, -2.37, -3.90)  0.018
O (-3.77, 1.38, 4.67)  -0.059
H (-2.92, 1.69, 4.36)  0.022
H (-4.39, 1.65, 3.99)  0.029
O (-1.06, 3.73, 3.25)  -0.060
H (-1.27, 3.99, 2.35)  0.018
H (-0.52, 2.94, 3.16)  0.030
O (5.52, 1.66, 1.87)  -0.063
H (4.80, 1.44, 1.28)  0.032
H (5.67, 0.86, 2.37)  0.024
O (-4.98, 0.01, -0.59)  -0.065
H (-4.05, 0.21, -0.73)  0.029
H (-4.98, -0.88, -0.25)  0.026
O (-4.07, 2.76, -5.35)  -0.057
H (-3.46, 2.50, -4.66)  0.030
H (-4.37, 3.63, -5.09)  0.022
O (-0.57, 0.53, -4.85)  -0.056
H (0.08, 1.15, -5.18)  0.025
H (-0.55, 0.65, -3.90)  0.030
O (-2.09, 4.02, -0.50)  -0.056
H (-1.84, 3.12, -0.69)  0.027
H (-1.42, 4.55, -0.92)  0.019

***

Most stable structure: entry P

***

Entry P
Here is the ion C11H19N2O with charge +1 from OMol25. Energies are from wB97M-V/def2-TZVPD.

Calculated values
Structure (SMILES): CCC(=C/[N+]#COC)/C=N/C(C)(C)C
Spin multiplicity: 1
LUMO level: -3.99 eV
Orbital gap: 8.8 eV
Total charge: +1

Last column: Löwdin charge in e.
Positions of all 33 atoms, in Å:
C (0.82, -2.12, -3.21)  -0.058
C (0.13, -2.78, -2.04)  -0.197
C (0.17, -1.89, -0.82)  -0.156
C (1.11, -2.05, 0.16)  -0.049
N (1.14, -1.14, 1.16)  0.198
C (1.70, -0.87, 2.15)  -0.029
O (2.25, -0.38, 3.16)  0.113
C (3.23, 0.60, 3.07)  0.025
C (-0.91, -0.88, -0.67)  -0.051
N (-0.62, 0.10, 0.08)  0.123
C (-1.39, 1.34, 0.21)  -0.587
C (-2.65, 1.41, -0.59)  -0.083
C (-0.63, 2.58, -0.27)  -0.034
C (-1.69, 1.58, 1.70)  -0.031
H (1.84, -1.83, -3.01)  0.090
H (0.33, -1.26, -3.47)  0.045
H (0.83, -2.76, -4.04)  0.070
H (0.56, -3.77, -1.85)  0.117
H (-0.96, -3.07, -2.05)  0.140
H (2.04, -2.71, -0.02)  0.175
H (3.22, 1.10, 2.15)  0.101
H (4.15, 0.20, 3.03)  0.073
H (3.11, 1.23, 3.98)  0.144
H (-1.66, -0.76, -1.37)  0.108
H (-2.58, 1.41, -1.61)  0.045
H (-3.48, 0.76, -0.24)  0.106
H (-3.20, 2.44, -0.51)  0.133
H (-1.28, 3.39, -0.17)  0.074
H (0.36, 2.70, 0.08)  0.071
H (-0.38, 2.51, -1.31)  0.084
H (-0.96, 2.07, 2.22)  0.033
H (-2.63, 2.18, 1.77)  0.097
H (-1.98, 0.68, 2.35)  0.108

***

Entry Q
Here is the ion C11H19N2O with charge +1 from OMol25. Energies are from wB97M-V/def2-TZVPD.

Calculated values
Spin multiplicity: 1
LUMO level: -3.12 eV
Orbital gap: 7.8 eV
Total charge: +1

Last column: Löwdin charge in e.
Positions of all 33 atoms, in Å:
C (-0.74, 0.17, 2.05)  -0.007
C (-0.39, 1.53, 2.22)  -0.255
C (-0.50, -0.07, 0.73)  0.006
C (0.16, 1.96, 1.04)  -0.288
C (0.65, 0.97, -1.18)  -0.090
C (-0.12, -0.01, -2.01)  -0.133
C (-0.20, -1.95, -0.51)  -0.217
C (-0.56, 2.30, 3.47)  -0.041
C (0.70, 3.34, 0.70)  0.012
C (0.82, -2.81, 0.30)  0.018
C (-0.37, -2.14, -2.88)  -0.007
N (0.15, 0.97, 0.16)  -0.071
N (0.29, -1.37, -1.81)  -0.092
O (-1.45, -2.61, -0.77)  0.017
H (-1.28, -0.47, 2.63)  0.081
H (1.69, 0.66, -1.16)  0.144
H (0.64, 1.87, -1.68)  0.107
H (-1.15, 0.03, -1.72)  0.156
H (0.12, 0.26, -3.04)  0.154
H (-0.98, 3.27, 3.33)  0.067
H (-1.27, 1.74, 4.03)  0.062
H (0.45, 2.22, 4.11)  0.142
H (0.31, 4.02, 1.50)  0.091
H (1.80, 3.35, 0.62)  0.089
H (0.06, 3.46, -0.31)  0.125
H (1.86, -2.70, 0.10)  0.086
H (0.61, -3.80, 0.08)  0.069
H (0.73, -2.70, 1.34)  0.077
H (-0.27, -3.19, -2.93)  0.105
H (-1.48, -1.95, -2.92)  0.142
H (-0.03, -1.78, -3.83)  0.103
H (1.39, -1.54, -1.71)  0.251
H (-1.66, -3.02, 0.04)  0.098

***

Most stable structure: entry Q

***

Entry P
Here is an isolated molecule of C11H13NO from OMol25. Energies are from wB97M-V/def2-TZVPD.

Calculated values
Structure (SMILES): CCc1cccc(CC)c1N=C=O
Spin multiplicity: 1
LUMO level: 0.71 eV
Orbital gap: 9.4 eV

Last column: Löwdin charge in e.
Positions of all 26 atoms, in Å:
C (-3.21, 0.80, 1.03)  -0.035
C (-2.51, 1.00, -0.41)  -0.123
C (-0.96, 0.90, -0.25)  -0.143
C (-0.14, 2.10, -0.17)  -0.076
C (1.21, 2.09, -0.44)  -0.140
C (1.93, 0.87, -0.36)  -0.073
C (1.14, -0.30, 0.06)  -0.081
C (2.01, -1.66, 0.12)  -0.219
C (3.57, -1.52, 0.22)  -0.129
C (-0.35, -0.35, 0.06)  -0.164
N (-1.08, -1.53, 0.00)  0.184
C (-2.08, -2.04, -0.45)  -0.306
O (-3.13, -2.52, -0.66)  0.153
H (-3.12, -0.31, 1.23)  0.078
H (-2.92, 1.38, 1.83)  0.035
H (-4.28, 0.83, 0.85)  0.061
H (-2.64, 1.83, -1.00)  0.071
H (-2.71, 0.05, -0.94)  0.087
H (-0.65, 3.00, -0.36)  0.085
H (1.74, 3.10, -0.94)  0.162
H (3.14, 0.90, -0.64)  0.156
H (1.78, -2.24, -0.68)  0.064
H (1.65, -2.10, 1.05)  0.092
H (3.92, -1.40, -0.78)  0.038
H (3.88, -2.48, 0.86)  0.111
H (3.80, -0.43, 0.78)  0.111

***

Entry Q
Here is a cluster of 2 separate species, C11H13NO in total from OMol25. Energies are from wB97M-V/def2-TZVPD.

Calculated values
Spin multiplicity: 1
LUMO level (alpha / beta): -0.88 / -0.86 eV
Orbital gap (alpha / beta): 7.4 / 7.8 eV

Last column: Löwdin charge in e.
Positions of all 26 atoms, in Å:
C (0.73, -1.92, -0.32)  -0.200
C (-1.82, 1.23, -0.77)  -0.090
C (-3.11, 1.08, -0.14)  -0.016
C (-1.20, 0.09, -0.62)  -0.033
C (-3.23, -0.26, 0.22)  -0.252
C (2.31, -0.13, -1.54)  -0.014
C (1.54, -0.83, -0.53)  -0.130
C (2.46, 0.14, -0.02)  -0.483
C (-4.36, -1.03, 0.83)  -0.019
C (2.04, 1.50, 0.46)  -0.012
C (3.67, -0.41, 0.72)  -0.018
N (0.05, -2.87, -0.12)  0.170
O (-2.01, -0.85, -0.13)  0.005
H (-1.51, 2.13, -1.04)  0.052
H (-3.82, 1.84, -0.19)  0.090
H (3.06, -0.34, -2.22)  0.095
H (1.77, 0.69, -1.93)  0.093
H (-4.79, -0.46, 1.70)  0.097
H (-5.29, -1.18, 0.21)  0.101
H (-4.04, -1.93, 1.21)  0.040
H (1.30, 1.81, -0.38)  0.113
H (2.83, 2.13, 0.70)  0.062
H (1.47, 1.38, 1.31)  0.065
H (4.00, 0.18, 1.59)  0.081
H (4.40, -0.51, -0.14)  0.107
H (3.56, -1.46, 1.13)  0.095

***

Most stable structure: entry P